(1)
A molecular structure, C42H105N7Na3O18P in a non-equilibrium geometry, computed with ωB97M-V with the def2-TZVPD basis set.

- frontier orbital gap (eV) = 8.313
- charge = 0
- ΔE to the lowest compared entry with this formula, charge and spin (kJ/mol) = 259.75
- LUMO level (Eh) = 0.0005

```
176
C42H105N7Na3O18P (ωB97M-V with the def2-TZVPD basis set)
Na 31.44 -11.52 23.07
Na 27.65 -11.79 20.01
Na 29.87 -7.93 20.31
P 29.98 -10.58 20.87
O 31.08 -11.22 19.99
O 28.91 -9.92 19.97
O 30.64 -9.54 21.83
O 29.26 -11.62 21.83
C 26.42 -9.21 17.72
O 25.53 -10.28 17.47
C 26.14 -11.24 16.64
C 25.22 -12.45 16.55
N 23.95 -12.01 16.00
C 22.90 -13.06 15.98
C 21.63 -12.48 15.44
O 20.97 -11.79 16.49
C 19.98 -10.91 16.02
H 27.43 -9.63 17.77
H 26.12 -8.63 18.59
H 26.46 -8.47 16.90
H 27.09 -11.62 17.07
H 26.36 -10.84 15.65
H 25.08 -12.92 17.53
H 25.61 -13.22 15.88
H 23.60 -11.21 16.51
H 22.78 -13.49 16.98
H 23.33 -13.81 15.31
H 21.02 -13.30 15.04
H 21.81 -11.79 14.61
H 19.48 -10.44 16.86
H 19.19 -11.44 15.48
H 20.41 -10.07 15.47
C 36.02 -6.04 19.82
O 35.34 -7.22 20.12
C 34.20 -7.42 19.33
C 33.44 -8.70 19.67
N 32.04 -8.63 19.21
C 31.97 -8.80 17.76
C 30.59 -8.47 17.22
O 30.26 -7.09 17.23
C 31.12 -6.27 16.46
H 36.61 -6.10 18.90
H 36.79 -5.82 20.56
H 35.31 -5.22 19.76
H 34.43 -7.33 18.26
H 33.46 -6.62 19.52
H 33.44 -8.81 20.75
H 33.91 -9.59 19.22
H 31.70 -9.47 19.67
H 32.18 -9.86 17.56
H 32.74 -8.19 17.27
H 29.82 -8.98 17.81
H 30.50 -8.85 16.20
H 30.62 -5.31 16.36
H 31.18 -6.68 15.45
H 32.10 -6.11 16.91
C 23.88 -8.85 21.78
O 25.21 -8.71 22.21
C 26.03 -9.79 21.87
C 25.85 -11.03 22.74
N 26.68 -12.11 22.20
C 26.60 -13.33 23.00
C 25.19 -13.86 23.13
O 24.47 -13.28 24.19
C 23.32 -14.00 24.55
H 23.77 -9.02 20.70
H 23.38 -7.92 22.04
H 23.36 -9.71 22.20
H 27.07 -9.47 21.91
H 25.93 -10.09 20.81
H 24.79 -11.30 22.74
H 26.12 -10.79 23.78
H 27.66 -11.78 22.20
H 26.93 -13.10 24.03
H 27.23 -14.14 22.65
H 25.22 -14.95 23.28
H 24.69 -13.70 22.16
H 22.49 -13.72 23.88
H 23.01 -13.75 25.56
H 23.42 -15.08 24.38
C 26.41 -0.96 21.67
O 26.60 -0.64 20.30
C 27.74 -1.24 19.72
C 27.50 -2.70 19.35
N 28.74 -3.37 19.02
C 28.63 -4.65 18.34
C 27.63 -5.61 18.98
O 28.10 -5.97 20.26
C 27.19 -6.76 21.02
H 27.17 -0.40 22.23
H 26.54 -2.02 21.89
H 25.42 -0.59 21.92
H 28.53 -1.23 20.49
H 28.07 -0.63 18.88
H 26.82 -2.80 18.50
H 27.01 -3.19 20.20
H 29.38 -3.41 19.80
H 29.59 -5.15 18.31
H 28.29 -4.53 17.30
H 27.57 -6.54 18.39
H 26.64 -5.14 19.01
H 27.58 -7.00 22.00
H 27.02 -7.67 20.45
H 26.25 -6.19 21.11
C 27.21 -8.19 25.20
O 28.48 -7.56 25.33
C 29.37 -8.08 24.37
C 30.74 -7.41 24.56
N 31.82 -8.28 24.03
C 33.00 -7.48 23.71
C 34.19 -8.40 23.49
O 34.81 -8.82 24.67
C 36.07 -9.41 24.40
H 27.35 -9.25 25.37
H 26.76 -7.91 24.24
H 26.53 -7.72 25.91
H 29.01 -7.94 23.35
H 29.54 -9.15 24.52
H 30.88 -7.29 25.64
H 30.79 -6.44 24.05
H 31.36 -8.65 23.19
H 33.22 -6.82 24.54
H 32.82 -6.90 22.79
H 34.87 -8.02 22.71
H 33.78 -9.29 22.97
H 35.88 -10.28 23.76
H 36.51 -9.73 25.34
H 36.72 -8.74 23.83
C 32.48 -12.53 14.12
O 31.21 -12.37 14.67
C 31.16 -12.56 16.07
C 29.74 -12.31 16.54
N 29.58 -12.48 17.99
C 29.63 -13.91 18.29
C 28.27 -14.62 18.26
O 27.22 -13.89 18.90
C 26.16 -14.71 19.36
H 32.58 -12.06 13.14
H 32.78 -13.58 14.01
H 33.22 -12.01 14.74
H 31.84 -11.84 16.54
H 31.45 -13.60 16.29
H 28.99 -12.91 16.03
H 29.60 -11.23 16.39
H 30.17 -11.89 18.59
H 30.12 -14.17 19.23
H 30.19 -14.48 17.54
H 28.34 -15.63 18.67
H 27.94 -14.74 17.23
H 26.52 -15.60 19.89
H 25.58 -15.09 18.50
H 25.51 -14.07 19.94
C 35.58 -12.01 17.39
O 35.53 -12.28 18.75
C 34.25 -12.65 19.22
C 34.25 -12.64 20.75
N 32.89 -12.77 21.28
C 32.40 -14.15 21.21
C 31.20 -14.35 22.12
O 31.52 -14.22 23.51
C 30.44 -14.69 24.27
H 34.81 -11.29 17.07
H 35.49 -12.92 16.78
H 36.56 -11.62 17.11
H 33.91 -13.62 18.82
H 33.55 -11.87 18.88
H 34.57 -11.63 21.03
H 34.96 -13.36 21.14
H 32.27 -12.25 20.64
H 33.16 -14.91 21.41
H 32.05 -14.46 20.21
H 30.82 -15.38 21.99
H 30.36 -13.68 21.89
H 29.50 -14.20 24.00
H 30.71 -14.62 25.32
H 30.26 -15.77 24.10
```

***

(2)
7 unconnected molecules or ions with the total composition C42H105N7O14 in a non-equilibrium geometry, computed with ωB97M-V with the def2-TZVPD basis set.

- frontier orbital gap (eV) = 7.869
- charge = 0
- ΔE to the lowest compared entry with this formula, charge and spin (kJ/mol) = 112.50
- LUMO level (Eh) = 0.0109

```
168
C42H105N7O14 (ωB97M-V with the def2-TZVPD basis set)
C 8.58 -15.06 2.21
O 7.64 -15.30 1.22
C 7.65 -14.25 0.27
C 6.66 -14.47 -0.83
N 7.04 -15.46 -1.83
C 7.39 -16.73 -1.23
C 6.35 -17.37 -0.31
O 5.26 -17.71 -1.13
C 4.12 -18.13 -0.40
H 8.45 -14.07 2.65
H 9.61 -15.17 1.83
H 8.44 -15.76 3.04
H 8.62 -14.26 -0.27
H 7.50 -13.31 0.78
H 6.46 -13.48 -1.25
H 5.68 -14.72 -0.38
H 6.19 -15.62 -2.35
H 8.34 -16.66 -0.69
H 7.59 -17.47 -2.00
H 6.08 -16.71 0.51
H 6.77 -18.29 0.13
H 4.28 -19.16 -0.04
H 3.25 -18.17 -1.04
H 3.95 -17.45 0.44
C 16.16 -12.31 7.72
O 15.10 -12.01 8.61
C 14.08 -11.22 8.08
C 13.99 -9.82 8.65
N 15.28 -9.18 8.58
C 15.41 -7.84 9.05
C 16.87 -7.47 9.16
O 17.59 -8.01 10.21
C 17.32 -7.35 11.42
H 16.53 -11.37 7.31
H 15.83 -13.03 6.96
H 16.95 -12.83 8.25
H 13.16 -11.74 8.38
H 14.00 -11.15 6.98
H 13.66 -9.98 9.69
H 13.26 -9.23 8.10
H 16.04 -9.78 8.82
H 14.92 -7.67 10.02
H 14.96 -7.13 8.34
H 17.13 -6.42 8.93
H 17.35 -7.86 8.24
H 17.73 -6.33 11.32
H 17.88 -7.80 12.24
H 16.27 -7.31 11.70
C 11.09 -4.32 3.62
O 12.32 -4.30 2.91
C 12.25 -4.78 1.57
C 13.58 -4.45 0.93
N 14.72 -5.02 1.65
C 14.82 -6.48 1.75
C 14.93 -7.10 0.37
O 15.20 -8.47 0.55
C 15.37 -9.13 -0.63
H 10.35 -3.73 3.06
H 11.31 -3.84 4.56
H 10.71 -5.34 3.74
H 11.35 -4.44 1.03
H 12.09 -5.87 1.67
H 13.68 -3.36 0.96
H 13.62 -4.74 -0.12
H 14.45 -4.79 2.61
H 13.88 -6.84 2.18
H 15.71 -6.75 2.31
H 15.76 -6.64 -0.19
H 14.03 -6.97 -0.24
H 14.48 -9.10 -1.28
H 15.64 -10.17 -0.44
H 16.22 -8.72 -1.20
C 21.34 -13.94 1.03
O 20.87 -13.15 2.11
C 19.47 -12.93 2.14
C 18.90 -13.77 3.27
N 17.50 -13.61 3.64
C 17.02 -12.24 3.59
C 15.55 -12.11 3.74
O 15.00 -12.89 2.68
C 13.59 -12.99 2.78
H 20.67 -14.75 0.72
H 22.28 -14.37 1.38
H 21.54 -13.33 0.14
H 19.03 -13.13 1.15
H 19.33 -11.85 2.27
H 19.55 -13.44 4.09
H 19.07 -14.85 3.23
H 16.92 -14.05 2.92
H 17.13 -11.79 2.58
H 17.63 -11.54 4.17
H 15.30 -11.06 3.72
H 15.19 -12.61 4.65
H 13.10 -12.02 2.89
H 13.32 -13.52 3.71
H 13.28 -13.55 1.90
C 16.12 -13.96 -0.12
O 15.36 -13.69 -1.28
C 14.00 -13.34 -1.02
C 13.41 -12.48 -2.10
N 11.97 -12.50 -1.97
C 11.36 -13.53 -2.78
C 9.86 -13.39 -2.98
O 9.54 -12.30 -3.82
C 8.17 -12.04 -3.88
H 15.54 -14.61 0.55
H 16.30 -13.04 0.46
H 17.05 -14.46 -0.37
H 13.83 -12.96 -0.01
H 13.47 -14.32 -1.03
H 13.72 -12.79 -3.10
H 13.76 -11.46 -1.89
H 11.44 -11.64 -2.01
H 11.40 -14.48 -2.24
H 11.81 -13.60 -3.78
H 9.58 -13.11 -1.95
H 9.37 -14.29 -3.33
H 7.64 -12.26 -2.95
H 7.67 -12.58 -4.70
H 7.96 -10.97 -4.01
C 16.77 -8.94 5.38
O 15.94 -8.81 4.25
C 14.62 -8.43 4.59
C 13.57 -9.16 3.76
N 12.37 -8.36 3.70
C 11.17 -9.09 3.35
C 11.13 -9.37 1.86
O 11.19 -8.14 1.15
C 10.72 -8.25 -0.18
H 17.81 -9.08 5.10
H 16.45 -9.79 5.99
H 16.66 -8.08 6.05
H 14.55 -7.34 4.42
H 14.35 -8.52 5.65
H 13.39 -10.04 4.38
H 13.94 -9.40 2.75
H 12.49 -7.62 3.02
H 10.28 -8.53 3.64
H 11.11 -10.04 3.89
H 10.27 -9.96 1.54
H 11.98 -10.02 1.57
H 10.60 -7.26 -0.60
H 9.81 -8.84 -0.25
H 11.55 -8.71 -0.75
C 20.85 0.85 1.48
O 19.92 -0.18 1.71
C 20.48 -1.47 1.55
C 19.51 -2.51 2.10
N 18.43 -2.75 1.15
C 17.69 -3.98 1.16
C 18.50 -5.22 0.83
O 19.38 -5.70 1.83
C 18.71 -6.54 2.73
H 21.22 0.75 0.45
H 21.70 0.83 2.18
H 20.35 1.80 1.66
H 21.43 -1.53 2.11
H 20.71 -1.65 0.49
H 19.10 -1.98 2.98
H 20.01 -3.44 2.35
H 18.17 -2.06 0.48
H 16.93 -3.92 0.38
H 17.20 -4.20 2.12
H 19.03 -5.15 -0.13
H 17.82 -6.04 0.54
H 19.44 -6.92 3.45
H 18.21 -7.37 2.23
H 17.99 -5.98 3.33
```

***

Total energy list, top to bottom, in eV: -115081.023 -84340.807